The following is a quantum chemistry calculation of a molecular structure, C46H50N6O5ReS, from the OMol25 dataset.

The geometry in XYZ format:
```
109
Properties=species:S:1:pos:R:3:forces:R:3
Re 1.15459 0.24106 -0.00231 0.26 -0.21 -0.64
C 4.38129 -0.77704 2.51529 -0.02 0.05 0.07
C 3.60669 0.47746 2.25339 -0.18 0.16 0.35
C 3.11989 1.21796 3.32269 0.18 -0.52 -0.36
C 2.56129 2.47136 3.12509 -0.16 0.39 -0.47
C 2.47629 3.00666 1.85249 -0.09 0.03 0.50
C 2.89689 2.26606 0.75429 0.13 -0.70 -0.45
C 3.45479 0.98206 0.94789 -0.13 0.38 -0.39
H 3.83059 -1.43214 3.18819 0.01 -0.11 0.03
H 5.32089 -0.51714 3.00509 0.06 -0.12 -0.05
H 4.61109 -1.30604 1.59169 0.06 -0.07 -0.04
H 3.23899 0.83836 4.32719 0.02 -0.07 0.11
H 2.23239 3.05356 3.97159 -0.02 0.08 0.10
H 2.13549 4.02046 1.73309 -0.07 0.06 -0.07
H 2.93019 2.71006 -0.23111 0.00 0.00 -0.05
H 4.02169 0.52816 0.13859 -0.13 -0.04 0.04
C -4.70841 -0.66074 1.27629 0.29 0.23 -0.32
C -4.23601 0.01286 -0.01081 -0.75 0.10 0.08
C -5.37681 0.17436 -1.00471 0.50 0.00 0.18
O -3.16931 -0.76744 -0.61221 0.09 -0.41 0.05
C -1.97171 -0.13874 -0.37311 -0.73 1.65 -0.96
C -2.30381 1.07916 0.50949 0.73 -0.36 0.13
O -3.65901 1.28176 0.22259 -0.33 -0.16 -0.24
C -1.29141 2.23176 0.24659 -0.84 -0.01 -0.34
O -0.05191 1.67336 0.54279 0.17 0.71 1.31
C -1.25561 2.74106 -1.19501 -0.02 -0.26 0.11
C -2.33491 2.65596 -2.06401 0.05 0.14 -0.05
C -2.23611 3.17356 -3.34571 -0.01 0.01 -0.11
C -1.07131 3.78906 -3.76891 -0.08 0.00 -0.13
C 0.00869 3.86836 -2.90811 0.04 0.03 0.07
C -0.07751 3.33456 -1.63571 -0.08 0.13 -0.05
C -1.58761 3.41336 1.18119 0.15 -0.31 0.03
C -2.80411 3.55906 1.83559 0.07 0.04 -0.01
C -2.97061 4.56206 2.77739 0.01 0.07 0.13
C -1.93231 5.42806 3.07319 -0.16 0.02 0.05
C -0.75021 5.34186 2.35869 0.11 -0.04 -0.04
C -0.58641 4.34666 1.41329 -0.09 0.04 0.02
C -1.38361 -2.08864 0.93769 0.37 0.41 -0.20
O -0.96301 -0.99754 0.19909 0.31 -1.38 1.28
C -1.65421 -3.25744 0.11009 -0.29 -0.06 -0.21
C -0.72001 -3.61064 -0.87301 0.20 0.15 0.17
C -0.94441 -4.68504 -1.71041 0.06 -0.04 -0.03
C -2.12201 -5.41204 -1.60981 -0.04 0.11 0.13
C -3.06171 -5.06024 -0.65061 -0.08 -0.08 0.02
C -2.83351 -4.00214 0.20929 0.07 0.06 0.15
C -1.42081 -2.07774 2.34959 0.04 0.20 -0.29
C -1.01541 -0.95264 3.11079 0.13 0.27 -0.10
C -1.06651 -0.97394 4.48519 0.05 0.27 -0.08
C -1.50051 -2.11004 5.16079 0.00 0.05 -0.36
C -1.85701 -3.24464 4.43719 -0.09 -0.24 -0.07
C -1.80751 -3.24094 3.06369 -0.03 -0.20 -0.01
H -5.13791 -1.62574 1.02739 -0.09 -0.15 0.04
H -5.46551 -0.04064 1.74579 -0.11 0.02 0.05
H -3.89051 -0.80284 1.97839 0.09 0.01 0.09
H -5.85331 -0.78184 -1.19131 -0.07 -0.12 -0.04
H -5.00271 0.58246 -1.93921 0.05 0.00 -0.09
H -6.10811 0.86376 -0.59481 -0.09 0.04 0.08
H -1.52371 0.21156 -1.31671 0.00 -0.28 0.34
H -2.18871 0.81216 1.56919 0.08 0.05 -0.08
H -3.26141 2.22146 -1.73191 -0.12 0.00 -0.01
H -3.08091 3.11556 -4.01191 -0.16 -0.01 -0.10
H -1.01331 4.21766 -4.75761 0.00 0.04 -0.11
H 0.91679 4.36376 -3.21911 0.09 0.05 -0.04
H 0.76919 3.40036 -0.97101 0.08 -0.09 0.01
H -3.63581 2.91576 1.60259 -0.03 -0.08 0.11
H -3.91451 4.65566 3.29309 -0.08 0.02 0.04
H -2.05061 6.17186 3.84539 -0.04 0.14 0.02
H 0.04999 6.04376 2.54299 0.05 0.08 0.02
H 0.32449 4.29816 0.84469 0.10 -0.06 0.01
H 0.21969 -3.07324 -0.92031 -0.01 0.09 -0.11
H -0.19981 -4.96094 -2.44361 0.04 0.00 -0.03
H -2.30441 -6.24744 -2.26941 -0.03 -0.03 -0.04
H -3.98271 -5.61664 -0.57001 -0.09 -0.04 -0.01
H -3.57991 -3.72144 0.93729 -0.12 0.03 -0.01
H -0.60051 -0.09044 2.60699 -0.11 0.11 -0.04
H -0.75631 -0.10184 5.04119 0.04 0.05 0.01
H -1.53791 -2.11984 6.23949 0.00 -0.01 0.10
H -2.15541 -4.14134 4.95819 -0.04 -0.07 0.02
H -2.05301 -4.14074 2.52439 0.01 -0.10 0.01
C 4.09749 -4.66864 -1.01281 0.03 -0.19 -0.25
N 3.37929 -3.56274 -0.42701 0.13 -0.16 0.03
C 2.72529 -3.63894 0.85979 -0.10 -0.10 0.38
C 2.04589 -2.29164 0.92669 0.71 -0.06 -0.92
O 1.37099 -1.79684 1.80329 -0.27 -0.10 0.65
N 2.30689 -1.61374 -0.23861 0.07 -0.16 0.20
C 3.09549 -2.39204 -1.00371 -0.35 0.38 0.43
N 3.53259 -2.03324 -2.21021 0.04 -0.12 0.03
H 4.39409 -5.34984 -0.21871 0.06 0.03 -0.03
H 5.00029 -4.32364 -1.51781 0.02 -0.04 0.04
H 3.46969 -5.21544 -1.72141 0.08 -0.02 0.00
H 3.43659 -3.76704 1.68049 0.00 0.05 -0.06
H 2.00029 -4.45584 0.91149 -0.03 0.02 -0.05
H 3.41699 -1.07774 -2.50701 -0.08 0.07 0.04
H 4.18749 -2.61204 -2.71031 -0.04 0.07 0.01
C 4.47579 1.83616 -4.64041 -0.14 0.16 -0.07
C 3.07759 2.45416 -4.54021 0.31 0.03 -0.02
C 2.15409 1.56596 -3.79831 -0.70 -0.57 -0.21
N 2.15469 1.35966 -2.53811 1.18 0.88 -0.09
N 1.26889 0.44566 -2.09531 -0.89 -0.79 0.19
C 0.56609 -0.10374 -3.08681 0.73 0.54 -0.10
N -0.25821 -1.15194 -2.97061 -0.41 -0.32 0.14
S 0.95669 0.57566 -4.63201 0.17 0.04 0.51
H 5.12149 2.51936 -5.18021 0.18 0.03 -0.08
H 4.45369 0.89256 -5.18031 0.00 -0.11 -0.05
H 4.89519 1.67706 -3.65151 0.05 -0.04 0.12
H 2.68139 2.62736 -5.54111 -0.02 0.16 0.05
H 3.14319 3.40456 -4.01031 -0.09 0.05 -0.08
H -0.53321 -1.48464 -2.05761 0.12 0.14 -0.10
H -0.85631 -1.39454 -3.74321 0.00 0.00 0.05
```
Forces are in eV/Å.

Results
HOMO-LUMO gap (spin up / spin down) = 3.6 / 3.4 eV
charge = +2
multiplicity = 2
expectation value of S² = 0.80
HOMO (spin up / spin down) = -11.16 / -10.86 eV
lowest unoccupied orbital energy (spin up / spin down) = -7.53 / -7.49 eV


The following is a quantum chemistry calculation of a molecular structure, C46H51As2CdF10N5O4, from the OMol25 dataset.

The geometry in XYZ format:
```
119
Properties=species:S:1:pos:R:3:forces:R:3
Cd 0.00499 -0.64204 0.23540 -0.05 -0.23 0.24
C -3.21251 -0.09420 0.90587 0.07 0.04 0.09
N -2.37915 -0.89799 0.02309 -0.30 0.13 -0.03
C -2.60651 -0.50470 -1.36860 0.15 0.03 -0.20
C -1.66507 -1.19900 -2.34243 0.16 0.07 0.01
N -0.28256 -0.98604 -1.94814 -0.07 -0.07 0.18
C 0.69031 -1.47340 -2.73788 0.28 -0.11 -0.31
C 1.99678 -0.92575 -2.64856 -0.36 0.02 -0.04
F 2.16243 0.16726 -1.86662 0.21 -0.01 0.12
C 3.09214 -1.37252 -3.34347 -0.01 -0.06 0.01
F 4.28523 -0.77895 -3.15785 0.07 0.02 0.02
C 2.96878 -2.41060 -4.24901 -0.08 0.01 -0.03
F 4.03302 -2.88147 -4.91810 0.04 0.00 -0.02
C 1.70579 -2.93666 -4.44672 0.13 0.10 0.03
F 1.54178 -3.92490 -5.33031 0.00 -0.08 -0.06
C 0.61071 -2.48226 -3.73510 -0.01 0.17 0.20
F -0.55921 -3.09622 -4.01634 -0.04 -0.02 0.07
C -2.60773 -2.32165 0.26625 0.23 -0.21 0.13
C -1.93712 -2.81901 1.54338 0.06 0.19 0.21
N -0.53899 -2.43309 1.61345 0.24 0.09 -0.37
C 0.35884 -3.25806 2.17316 0.20 -0.32 0.41
C 0.30135 -4.67117 2.34789 -0.04 0.21 -0.10
F -0.76808 -5.37814 1.91220 0.07 -0.08 -0.06
C 1.31220 -5.42488 2.91317 0.08 0.04 0.08
F 1.15770 -6.75023 3.01255 0.00 -0.10 -0.04
C 2.48389 -4.85018 3.36775 -0.05 0.03 0.01
F 3.46862 -5.58863 3.90635 0.03 -0.03 -0.02
C 2.58308 -3.47508 3.27522 0.00 -0.07 -0.03
F 3.67109 -2.83959 3.74818 0.04 -0.02 0.04
C 1.55756 -2.73698 2.74028 -0.35 -0.06 -0.12
F 1.69326 -1.39185 2.83746 0.12 0.24 -0.12
H -4.28036 -0.31659 0.75822 0.01 -0.01 -0.01
H -3.04141 0.95994 0.69299 0.03 0.01 0.00
H -2.94285 -0.28751 1.94291 -0.03 0.02 0.01
H -2.41412 0.57064 -1.42455 -0.07 0.01 0.04
H -3.64657 -0.70088 -1.67288 -0.01 0.03 0.03
H -1.83817 -0.74995 -3.33010 -0.12 -0.08 -0.02
H -1.93413 -2.25446 -2.42328 -0.03 0.00 -0.06
H -2.18536 -2.89008 -0.56108 -0.01 0.03 -0.03
H -3.68556 -2.53836 0.32089 -0.01 0.02 -0.09
H -2.09942 -3.89435 1.57965 -0.09 0.08 0.01
H -2.45536 -2.39227 2.41728 -0.13 -0.06 -0.03
C 1.51702 1.48909 5.13226 0.11 -0.05 -0.17
N 0.50427 0.83615 4.32408 -0.15 0.06 0.10
C -0.40161 -0.06209 5.02276 -0.07 -0.03 -0.11
C 0.45677 0.90052 2.97828 -0.02 0.05 0.16
O -0.49001 0.46105 2.33978 0.20 -0.07 -0.11
C 1.64697 1.55425 2.27413 -0.11 0.13 0.04
O 1.89150 0.93680 1.02757 -0.14 -0.39 -0.07
C 3.21496 0.50528 0.80022 0.03 -0.11 -0.08
C 3.27878 -0.94376 0.31099 0.14 0.08 0.07
O 2.28389 -1.63720 0.15289 -0.44 0.16 0.13
N 4.51790 -1.40519 0.06829 0.11 -0.13 -0.08
C 4.69481 -2.75554 -0.45014 -0.07 -0.05 0.01
C 5.70887 -0.57496 0.11743 -0.08 0.16 -0.01
H 2.44766 0.91329 5.17107 -0.02 -0.01 0.04
H 1.13272 1.58746 6.14546 0.00 0.04 0.00
H 1.72810 2.48967 4.75604 0.01 0.02 0.05
H 0.17690 -0.79541 5.58976 0.02 0.03 -0.01
H -1.00507 -0.58415 4.28539 0.00 -0.02 0.02
H -1.05143 0.48479 5.70707 -0.02 0.06 0.01
H 2.53215 1.49795 2.90714 0.02 0.02 -0.07
H 1.40108 2.61029 2.10183 0.04 0.00 0.05
H 3.80767 0.57198 1.71643 0.00 0.05 -0.01
H 3.67330 1.13754 0.03344 0.02 0.04 0.07
H 3.71953 -3.20176 -0.61877 0.01 0.00 -0.01
H 5.24786 -3.36334 0.26878 0.00 0.01 -0.01
H 5.24749 -2.72071 -1.38993 -0.02 0.01 -0.02
H 5.78645 -0.02344 1.05460 0.00 -0.02 0.01
H 5.73503 0.13279 -0.71621 0.03 -0.02 0.01
H 6.57967 -1.22025 0.04087 0.00 -0.02 0.03
C -0.40440 4.05083 -3.35269 0.00 -0.02 -0.01
As 0.43442 2.31119 -2.87745 -0.18 0.40 -0.42
C 0.50927 1.66942 -4.74485 0.09 0.00 0.00
C 2.29159 3.01617 -2.83091 0.03 -0.04 0.08
H 0.19048 4.58983 -4.09197 0.02 -0.03 -0.01
H -0.50915 4.67752 -2.46529 0.00 -0.02 -0.02
H -1.39959 3.88514 -3.76996 0.01 -0.04 0.01
H 0.98258 2.39725 -5.40611 0.01 0.03 0.04
H -0.49901 1.47185 -5.11084 -0.02 -0.02 0.07
H 1.07316 0.73616 -4.78283 -0.01 -0.01 0.01
H 2.90578 2.46480 -3.54263 0.00 -0.02 0.01
H 2.72740 2.88507 -1.83920 -0.01 -0.02 -0.01
H 2.31323 4.07586 -3.08715 -0.02 -0.01 -0.04
O -0.73941 2.17085 0.09756 0.27 -0.50 -0.12
As -1.39417 3.47888 0.80635 -0.54 0.99 0.35
C -1.59657 3.56474 2.74482 0.00 -0.05 -0.18
C -0.78297 4.40170 3.49930 0.11 0.02 -0.08
C -0.99770 4.54182 4.86386 0.01 -0.03 0.04
C -2.02597 3.84310 5.47776 0.03 0.00 0.04
C -2.83428 2.99671 4.73014 -0.02 -0.05 0.01
C -2.62021 2.85821 3.36864 0.07 -0.12 -0.10
C -0.34525 5.05842 0.42219 -0.02 -0.12 0.05
C 0.91423 4.89144 -0.13730 -0.09 -0.22 0.05
C 1.71135 5.99927 -0.38544 0.05 0.06 0.01
C 1.24715 7.26739 -0.06577 -0.02 -0.01 -0.01
C -0.01946 7.43360 0.48163 -0.04 0.05 0.02
C -0.82059 6.32926 0.72527 -0.02 -0.07 -0.04
C -3.17571 3.83590 0.12278 0.16 -0.18 0.02
C -3.36231 3.55046 -1.22664 0.15 -0.09 0.04
C -4.60486 3.73652 -1.80973 -0.01 0.01 -0.02
C -5.66694 4.18842 -1.03866 -0.04 0.00 0.03
C -5.48511 4.46482 0.30854 -0.03 0.02 -0.01
C -4.23627 4.30011 0.89088 0.10 0.05 0.05
H 0.01277 4.96117 3.02073 -0.02 0.02 0.02
H -0.37223 5.20901 5.44331 0.02 -0.02 -0.01
H -2.19851 3.95908 6.54032 -0.01 0.00 -0.01
H -3.63827 2.45002 5.20635 0.01 -0.01 0.00
H -3.24754 2.19948 2.78179 -0.05 -0.05 0.03
H 1.23674 3.88504 -0.38727 0.06 0.06 0.02
H 2.69072 5.87741 -0.83004 0.00 -0.03 0.00
H 1.86928 8.13401 -0.24788 0.00 -0.01 -0.02
H -0.38293 8.42562 0.71657 0.01 0.00 0.00
H -1.81240 6.45072 1.14756 0.01 0.05 0.01
H -2.52473 3.16216 -1.79638 -0.06 -0.01 -0.06
H -4.75158 3.52145 -2.86015 0.02 -0.02 0.00
H -6.64428 4.31825 -1.48511 0.01 0.00 -0.02
H -6.31994 4.79938 0.91058 0.01 0.04 0.00
H -4.09486 4.52496 1.94059 -0.03 0.00 0.01
```
Forces are in eV/Å.

Results
HOMO-LUMO gap = 6.5 eV
charge = 0
HOMO = -6.38 eV
lowest unoccupied orbital energy = 0.13 eV